1.
Formula: C20H21NO4
Source: the Open Molecules 2025 dataset
Level of theory: wB97M-V/def2-TZVPD

CARTESIAN COORDINATES (ANGSTROEM)
O1 -3.6094 -1.1839 -0.7165
C1 -2.9539 -0.5494 0.1284
C2 -2.0067 -1.0916 1.1045
C3 -1.7109 -2.5660 1.1025
C4 -0.2909 -2.9291 1.6359
C5 0.0614 -2.6945 2.9689
C6 1.3127 -3.1069 3.4453
C7 2.2328 -3.7387 2.6057
C8 1.9261 -3.8564 1.2497
C9 0.6758 -3.4578 0.7566
N1 -2.7469 -3.3833 1.7964
C10 -2.8892 -4.7670 1.0985
C11 -1.8869 -5.7609 1.6313
O2 -2.1745 -5.9064 3.0236
C12 -4.1604 -2.8021 2.0110
C13 -4.3517 -2.2699 3.4098
O3 -4.2420 -3.3853 4.2866
C14 -1.2573 0.0208 1.6996
O4 -0.2780 0.0239 2.4481
C15 -1.9258 1.2747 1.2108
C16 -1.7712 2.6009 1.6275
C17 -2.6586 3.5685 1.1503
C18 -3.7064 3.2070 0.2775
C19 -3.8395 1.8853 -0.1418
C20 -2.9366 0.9307 0.3180
H1 -1.7665 -2.9030 0.0479
H2 -0.6194 -2.1445 3.6304
H3 1.5473 -2.9559 4.4939
H4 3.2018 -4.0723 2.9857
H5 2.6443 -4.3158 0.5640
H6 0.4484 -3.5281 -0.3185
H7 -2.3916 -3.5783 2.7370
H8 -2.8308 -4.6168 0.0177
H9 -3.9048 -5.1223 1.3499
H10 -0.8569 -5.3976 1.4756
H11 -2.0366 -6.7250 1.1174
H12 -1.7719 -6.7414 3.3244
H13 -4.4106 -2.0793 1.2330
H14 -4.8362 -3.6530 1.8689
H15 -3.5941 -1.5174 3.6478
H16 -5.3611 -1.8505 3.4805
H17 -4.6374 -3.1292 5.1301
H18 -0.9700 2.8629 2.3123
H19 -2.5574 4.6105 1.4565
H20 -4.4076 3.9684 -0.0686
H21 -4.6344 1.5769 -0.8137

Computed properties:
SMILES string: O=C1C([C@@H](c2ccccc2)[NH+](CCO)CCO)=C([O-])c2ccccc21
HOMO level, eV: -7.225
Energy relative to the best compared isomer or geometry (same formula, charge and spin), kJ/mol: 384.6
Orbital gap, eV: 7.6

2.
Formula: C34H78F12N12O28S12
Source: the Open Molecules 2025 dataset
Level of theory: wB97M-V/def2-TZVPD

CARTESIAN COORDINATES (ANGSTROEM)
C1 -0.0921 4.0274 -5.1811
C2 0.2213 5.3172 -4.4725
O1 -0.4538 5.9191 -3.6472
N1 1.5071 5.9676 -5.0209
H1 2.0192 5.3679 -5.6519
H2 1.1724 6.6884 -5.6444
C3 2.3665 6.5220 -3.9381
H3 -0.2565 4.2920 -6.2256
H4 -1.0176 3.6500 -4.7460
H5 0.6563 3.2366 -5.1306
H6 1.7756 7.2458 -3.3768
H7 3.2322 6.9520 -4.4418
H8 2.6295 5.7787 -3.1855
C4 -3.4408 6.2673 5.1549
C5 -2.3707 5.2172 5.4982
O2 -1.9609 5.1368 6.6468
N2 -1.9216 4.1441 4.4380
H9 -2.3810 3.2467 4.4982
H10 -2.2184 4.5007 3.5409
C6 -0.4529 3.9216 4.4651
H11 -3.3823 6.5438 4.1022
H12 -3.2885 7.2422 5.6179
H13 -4.4570 5.9086 5.3185
H14 -0.0444 3.9488 3.4549
H15 -0.2819 2.9432 4.9142
H16 -0.0405 4.6286 5.1849
C7 2.6354 -4.2278 -1.5485
C8 3.2490 -3.7037 -0.2445
O3 4.1518 -4.3506 0.3068
N3 2.8707 -2.3397 0.2206
H17 3.2223 -1.5429 -0.2909
H18 1.8657 -2.2500 0.2656
C9 3.1381 -1.9367 1.6425
H19 2.4156 -5.2902 -1.6539
H20 3.4119 -3.9857 -2.2742
H21 1.8061 -3.5911 -1.8569
H22 2.5012 -2.5451 2.2846
H23 2.9455 -0.8640 1.6606
H24 4.1978 -1.9140 1.8967
C10 -0.6039 -2.9882 -6.1889
C11 0.4985 -4.0614 -6.1122
C12 -0.2504 -5.3904 -6.2024
C13 0.5153 -6.5717 -6.9391
C14 0.8396 -6.0217 -8.3823
C15 1.8371 -4.8035 -8.4001
N4 1.5363 -3.9240 -7.1896
O4 2.4043 -2.7250 -7.2494
C16 1.7028 -3.9339 -9.6636
C17 3.1177 -5.5539 -8.1102
C18 1.0689 -3.9876 -4.6673
H25 -1.2318 -3.2744 -5.3451
H26 -1.1192 -3.0423 -7.1479
H27 -0.2027 -1.9880 -6.0255
H28 -1.2209 -5.3083 -6.6918
H29 -0.5546 -5.7152 -5.2074
H30 -0.2406 -7.3324 -7.1341
H31 1.4031 -6.9442 -6.4280
H32 -0.1385 -5.7914 -8.8046
H33 1.2277 -6.8148 -9.0215
H34 1.9645 -4.3997 -10.6136
H35 2.4053 -3.1085 -9.5480
H36 0.7723 -3.3771 -9.7750
H37 3.3529 -6.3334 -8.8348
H38 3.4094 -5.7052 -7.0709
H39 4.0297 -5.0070 -8.3495
H40 0.2649 -4.1380 -3.9467
H41 1.6703 -3.1115 -4.4247
H42 1.7476 -4.8096 -4.4399
C19 -0.1200 -3.8328 10.6869
C20 -0.8201 -4.0912 9.2587
C21 -0.1943 -3.0923 8.1853
N5 -0.8969 -2.9771 6.7810
C22 -0.5403 -4.3052 6.0337
C23 -0.2563 -1.7636 6.0597
C24 -1.3616 -1.2402 5.1399
C25 -2.6200 -2.1335 5.3534
C26 -2.4632 -2.7628 6.7033
H43 -0.7780 -4.0332 11.5325
H44 0.2718 -2.8286 10.8490
H45 0.6928 -4.5588 10.7052
H46 -1.8169 -3.6639 9.3671
H47 -0.7624 -5.1509 9.0100
H48 0.8892 -3.1961 8.1260
H49 -0.2742 -2.0783 8.5770
H50 -0.9585 -4.1603 5.0376
H51 -1.0887 -5.0707 6.5827
H52 0.5407 -4.4355 5.9835
H53 0.6663 -2.1623 5.6378
H54 -0.0542 -0.9747 6.7842
H55 -0.9873 -1.2489 4.1162
H56 -1.4905 -0.1826 5.3703
H57 -2.7784 -2.8759 4.5713
H58 -3.4720 -1.4551 5.3082
H59 -3.0642 -3.6697 6.6356
H60 -2.7532 -2.1003 7.5188
C27 0.3679 0.5665 -3.9000
C28 0.6322 0.8339 -2.4584
C29 -0.4952 1.3505 -1.5661
N6 -0.0786 1.6599 -0.0939
C30 0.6602 3.0104 -0.2598
C31 -1.3195 1.6930 0.8467
C32 -0.9891 0.6886 1.9511
C33 0.5060 0.5797 2.0245
C34 0.7718 0.6300 0.5423
H61 -0.1236 1.5132 -4.1240
H62 -0.1690 -0.3577 -4.1142
H63 1.2032 0.6598 -4.5941
H64 1.3855 1.6067 -2.3053
H65 1.0994 -0.0625 -2.0506
H66 -1.1956 0.5282 -1.4201
H67 -1.0789 2.2101 -1.8953
H68 1.5556 2.8620 -0.8634
H69 0.8478 3.4728 0.7093
H70 0.0136 3.7221 -0.7731
H71 -1.3491 2.7583 1.0756
H72 -2.3201 1.4236 0.5085
H73 -1.4223 0.8772 2.9333
H74 -1.4488 -0.2977 1.8875
H75 0.9972 1.4557 2.4481
H76 0.8623 -0.3617 2.4430
H77 1.7769 1.0101 0.3598
H78 0.4973 -0.2587 -0.0261
N7 -4.1289 -0.2415 -5.2738
S1 -4.0210 -1.0528 -3.8406
O5 -4.9139 -0.6429 -2.7464
O6 -2.7237 -1.6735 -3.6088
F1 -4.8803 -2.2038 -4.5321
S2 -4.1639 1.1669 -4.8753
O7 -3.2360 1.6741 -3.9735
O8 -5.4841 1.7631 -4.7361
F2 -3.6866 1.7661 -6.3266
N8 -2.3451 5.1782 2.0577
S3 -3.6498 5.1275 0.8792
O9 -3.3732 4.8689 -0.5214
O10 -4.7572 6.0432 1.2072
F3 -4.2656 3.7379 1.4250
S4 -1.5892 6.1920 1.2371
O11 -2.1609 7.5100 1.0266
O12 -0.8033 5.6179 0.1373
F4 -0.5078 6.5335 2.3865
N9 0.1107 -2.7150 0.0359
S5 -0.4686 -3.9215 1.1956
O13 0.1963 -5.2312 0.9954
O14 -1.9003 -3.9669 1.5174
F5 0.1770 -3.2272 2.5623
S6 -1.0402 -2.8113 -0.8672
O15 -2.1565 -1.9382 -0.5458
O16 -1.2094 -4.1092 -1.5501
F6 -0.3370 -1.9839 -2.0245
N10 4.1757 6.3055 1.7607
S7 3.2502 5.3910 2.8087
O17 3.6534 5.2350 4.1968
O18 2.3310 4.3827 2.3207
F7 2.1855 6.5263 3.0485
S8 4.4772 5.2442 0.8473
O19 3.7126 5.0802 -0.4328
O20 5.2472 4.1619 1.3907
F8 5.7431 6.1724 0.3350
N11 -3.3203 1.6932 4.9061
S9 -4.7141 1.4341 4.3213
O21 -5.5879 2.5074 3.7958
O22 -5.3946 0.2667 4.8481
F9 -4.2502 0.8399 2.9054
S10 -3.8035 1.6103 6.5568
O23 -3.8939 0.2852 7.1350
O24 -4.8443 2.5562 6.9996
F10 -2.5509 2.3701 7.2678
N12 3.9402 -0.3105 -0.8731
S11 4.7010 1.0006 -0.6464
O25 3.9569 2.2421 -0.8898
O26 6.1502 0.9967 -0.6692
F11 4.4734 0.9595 0.9556
S12 4.3172 -0.3451 -2.5644
O27 5.2943 -1.3696 -3.0002
O28 4.1826 0.8385 -3.3860
F12 3.0535 -1.1749 -3.0462

Computed properties:
HOMO level, eV: -8.652
Energy relative to the best compared isomer or geometry (same formula, charge and spin), kJ/mol: 524.8
Orbital gap, eV: 2.9